# 1
8
Properties=species:S:1:pos:R:3:forces:R:3 method="wB97M-V/def2-TZVPD" lumo_ev=0.514 total_charge=0 energy_ha=-187.8631 e_homo_ev=-8.34 orbital_gap_ev=8.86 e_above_lowest_ev=6.9451
C 2.6473 0.1966 0.1946 -1.8104 1.1364 -2.1701
C 0.3231 0.1329 0.0812 2.0154 -0.3393 0.2985
N -0.8260 0.0841 0.0870 -1.3283 -0.3999 -0.9329
N -2.1816 0.1804 0.0251 1.3870 1.1658 -1.1787
H 2.7807 -0.8997 0.0308 -0.3595 0.2559 -0.2547
H 2.3733 0.6474 -0.9047 1.1124 -1.1313 2.1503
H -2.4357 0.1886 0.9472 -1.4336 0.1893 2.7368
H -2.6813 -0.5301 -0.4612 0.4171 -0.8770 -0.6491

***

# 2
8
Properties=species:S:1:pos:R:3:forces:R:3 method="wB97M-V/def2-TZVPD" lumo_ev=0.915 total_charge=0 smiles="C=NN=C" energy_ha=-188.0002 e_homo_ev=-9.08 orbital_gap_ev=9.99 e_above_lowest_ev=3.2146
C -1.1243 1.2603 0.2036 0.1793 -1.6579 -1.5074
N -0.2419 0.4560 0.4770 3.3420 -2.3944 2.1158
N 0.1077 -0.5983 -0.4463 -2.6467 3.1282 -0.1011
C 1.2091 -1.0829 -0.1990 2.1379 -5.5025 -3.4845
H -1.6549 1.1328 -0.6549 -1.7835 0.0732 -2.6816
H -1.3251 1.9781 0.8711 -0.8031 2.7243 2.3707
H 1.9088 -1.2326 0.5836 0.2706 1.4406 1.3384
H 1.5017 -1.9464 -1.0415 -0.6965 2.1884 1.9497

***

# 3
8
Properties=species:S:1:pos:R:3:forces:R:3 method="wB97M-V/def2-TZVPD" lumo_ev=1.135 total_charge=0 smiles="C=NN=C" energy_ha=-188.0388 e_homo_ev=-10.13 orbital_gap_ev=11.26 e_above_lowest_ev=2.1634
C -1.4078 0.0099 0.1197 -0.5444 1.1828 0.3005
N -0.6396 -0.9178 -0.2649 -0.1182 0.4193 -0.0160
N 0.6186 -0.9306 0.2655 1.3770 1.1074 -0.3441
C 1.4142 0.0150 -0.1036 -1.3662 -0.0027 -0.4131
H -2.4168 0.1028 -0.3238 0.6362 -0.3346 0.3437
H -1.1060 0.8170 0.8575 -0.1667 -1.0335 -0.7339
H 1.1036 0.8543 -0.7964 0.1207 -1.0490 0.6227
H 2.4339 0.0494 0.2461 0.0616 -0.2897 0.2403